DFT (the ωB97M-V functional and the def2-TZVPD basis) results for a 16-piece molecular cluster, C18H68N8O16 overall in a non-equilibrium geometry.

Relative energy (zero: lowest compared OMol25 entry of this formula, charge and spin) ... 75.5 kJ/mol
Charge ... 0
Calculated total energy ... -64443.9643 eV
E_HOMO ... -0.323 hartree
LUMO energy ... 0.3 eV
Orbital gap ... 9.114 eV

Cartesian coordinates (Å):
C -9.79900 -7.90100 22.39500
C -9.74300 -8.47600 23.79800
O -9.19000 -9.78400 23.66000
H -10.27500 -6.92600 22.23000
H -10.44800 -8.46700 21.78000
H -8.81300 -7.71300 21.96700
H -10.60600 -8.55600 24.39300
H -9.07000 -7.90500 24.50500
H -8.88500 -10.13500 24.53200
C -8.48700 -9.10500 19.04900
C -7.11300 -8.92000 18.57800
O -6.49300 -7.79400 18.99300
H -9.07900 -8.31700 18.55500
H -8.61800 -9.09600 20.12000
H -8.80000 -10.09300 18.77300
H -7.20100 -8.95400 17.48100
H -6.52100 -9.83200 18.75400
H -5.62400 -7.74400 18.56800
C -7.56500 -12.17200 21.41900
O -8.66000 -13.04700 21.56700
N -6.42700 -12.61800 21.02700
N -7.61100 -10.91400 21.70100
H -6.40400 -13.65100 20.76300
H -5.57800 -12.11600 21.20100
H -8.36900 -10.53500 22.31600
H -6.84400 -10.26200 21.49200
C -7.24500 -5.90200 27.43800
O -6.05400 -5.38600 26.97900
N -8.26200 -6.11200 26.66400
N -7.39100 -6.38200 28.62200
H -8.19100 -5.86600 25.67400
H -9.01500 -6.70100 26.88900
H -6.58800 -6.35700 29.27500
H -8.34800 -6.47300 29.09500
C -6.60700 -9.43000 26.90400
O -7.72100 -9.24400 26.11600
N -6.39100 -8.82200 28.00900
N -5.77600 -10.42300 26.78100
H -6.94400 -7.99900 28.30500
H -5.56000 -9.04300 28.55700
H -5.88900 -11.17000 26.08800
H -4.99700 -10.43500 27.40500
C -9.50800 -4.77500 20.68300
O -8.89600 -4.01800 21.65300
N -8.87800 -5.59000 19.86000
N -10.86700 -4.68400 20.63600
H -7.86200 -5.66900 19.83300
H -9.29500 -6.19500 19.12900
H -11.36000 -4.22600 21.38000
H -11.46900 -5.25700 19.93800
C -11.80900 -7.57000 19.48900
O -12.45000 -6.37800 19.10000
H -11.97700 -7.80200 20.58400
H -10.70000 -7.48000 19.57900
H -11.98600 -8.32600 18.73400
H -13.36600 -6.61000 18.90400
C -4.98500 -12.46400 24.34500
O -5.86600 -11.38300 24.13400
H -4.88500 -13.04700 23.47600
H -5.04900 -13.04100 25.21800
H -3.96200 -12.11100 24.51300
H -6.68400 -11.71700 23.83400
C -5.85500 -5.72700 21.63800
O -4.85300 -5.74900 20.67500
H -6.52700 -4.96100 21.37600
H -5.28300 -5.51100 22.52700
H -6.29400 -6.69700 21.86800
H -4.27300 -6.45300 20.94400
C -7.47300 -4.63000 24.19000
O -8.53100 -5.56600 24.01600
H -7.14900 -4.06200 23.28300
H -6.53600 -5.16900 24.52500
H -7.76900 -3.91400 24.97000
H -9.08600 -5.08400 23.41600
C -13.19800 -9.55600 23.52600
O -12.24100 -10.37200 24.14400
H -13.57400 -8.80100 24.21200
H -14.09900 -10.09700 23.21200
H -12.78000 -8.99700 22.70400
H -11.57000 -10.73200 23.49200
C -10.27600 -8.90500 27.62000
O -10.63400 -7.62000 27.20000
H -9.29100 -8.86400 27.96700
H -10.36800 -9.62400 26.80400
H -10.87600 -9.23100 28.43800
H -11.58600 -7.59200 27.21200
C -8.80900 -12.27200 25.77700
O -8.39600 -12.60300 24.46600
H -7.98100 -11.91400 26.36400
H -9.39600 -13.01500 26.18500
H -9.56800 -11.54800 25.83200
H -9.10400 -12.99300 24.01200
C -11.93300 -5.79700 24.43700
O -12.38600 -4.58900 25.01700
H -10.94800 -6.07900 24.85500
H -11.91700 -5.75000 23.37100
H -12.68200 -6.56200 24.70400
H -11.70500 -3.92400 24.86900
C -11.01600 -11.17600 20.74400
O -12.21900 -10.39500 20.46600
H -10.93200 -11.47500 21.86600
H -10.07100 -10.70000 20.61000
H -11.00900 -12.11600 20.14300
H -12.92800 -10.94700 20.73200
C -5.34200 -8.01800 24.32700
O -6.60100 -8.17500 23.70800
H -5.34100 -7.47500 25.29300
H -4.57700 -7.58200 23.65800
H -5.08500 -9.03200 24.53900
H -7.22000 -8.37700 24.43300

DFT (the ωB97M-V functional and the def2-TZVPD basis) results for an isolated ion of composition HNO4P and charge -1 in a non-equilibrium geometry.

Relative energy (zero: lowest compared OMol25 entry of this formula, charge and spin) ... 35.6 kJ/mol
Charge ... -1
Calculated total energy ... -18984.8067 eV
2S+1 ... 3
E_HOMO (alpha / beta) ... -0.140 / -0.167 hartree
LUMO energy (alpha / beta) ... 4.4 / 1.1 eV
⟨S²⟩ ... 2.02
Orbital gap (alpha / beta) ... 8.202 / 5.659 eV

Cartesian coordinates (Å):
N -0.82798 -0.41849 0.37085
O 1.67089 -0.41450 0.22540
O 0.20571 1.66937 -0.11064
O 0.30316 -0.05667 -1.91073
O -0.78479 -1.54604 0.81695
P 0.55199 0.29925 -0.49288
H -1.11899 0.46709 1.10106

DFT (the ωB97M-V functional and the def2-TZVPD basis) results for C38H36AsN2O7PS5V as an isolated structure.

Relative energy (zero: lowest compared OMol25 entry of this formula, charge and spin) ... 16.3 kJ/mol
Charge ... -2
Calculated total energy ... -207300.8059 eV
2S+1 ... 4
E_HOMO (alpha / beta) ... -0.045 / -0.069 hartree
LUMO energy (alpha / beta) ... 3.9 / 3.9 eV
⟨S²⟩ ... 3.76
Orbital gap (alpha / beta) ... 5.106 / 5.765 eV

Cartesian coordinates (Å):
V 0.59444 -0.27284 -0.18378
O -1.51745 -1.93424 3.55147
C -0.96688 -1.09344 4.43837
C -1.34132 -1.24376 5.77843
C -0.80617 -0.42933 6.75555
C 0.11854 0.55569 6.42032
C 0.48258 0.71350 5.09490
C -0.05034 -0.08656 4.08469
C 0.33885 0.13276 2.65664
O -0.16510 -0.64482 1.77552
N 1.14076 1.14268 2.43796
N 1.48126 1.30550 1.08891
C 2.10168 2.40963 0.91354
S 2.77589 2.94421 -0.62498
C 3.88650 4.13881 0.18119
C 3.10885 4.81323 1.29169
S 2.34717 3.50385 2.28975
H -1.05976 -1.76795 2.68760
H -2.05123 -2.02597 6.01774
H -1.10502 -0.56706 7.78920
H 0.55143 1.18861 7.18528
H 1.19363 1.47425 4.79967
H 4.20315 4.84419 -0.58927
H 4.76467 3.62836 0.58062
H 2.33710 5.46273 0.87340
H 3.75335 5.39874 1.95059
O 0.10324 -1.98948 -3.23912
S -0.98735 -2.22000 -2.32592
O -1.67386 -3.48705 -2.52140
O -0.64561 -2.01605 -0.90306
C -2.23168 -0.97141 -2.74146
C -3.00227 -1.32657 -3.84876
C -4.00281 -0.50146 -4.32386
C -4.27350 0.69508 -3.67260
C -3.51990 1.04842 -2.56993
C -2.47258 0.24703 -2.10089
P -1.58327 0.83312 -0.59425
C -1.36833 2.63020 -0.81858
C -1.29290 3.27092 -2.05123
C -0.94162 4.61262 -2.12294
C -0.65064 5.32496 -0.96992
C -0.69161 4.68548 0.26273
C -1.03589 3.34583 0.33552
C -2.98737 0.70385 0.57536
C -3.21976 -0.57197 1.08963
C -4.25991 -0.79035 1.97885
C -5.07884 0.26248 2.36481
C -4.85305 1.53401 1.85729
C -3.81015 1.75522 0.96730
H -2.80436 -2.27893 -4.32174
H -4.58034 -0.79825 -5.19142
H -5.07069 1.34443 -4.01536
H -3.74466 1.97115 -2.04818
H -1.47253 2.71388 -2.96076
H -0.87291 5.09267 -3.09191
H -0.36671 6.36921 -1.03286
H -0.42878 5.21597 1.17035
H -1.01411 2.84270 1.29775
H -2.56703 -1.38845 0.80046
H -4.40493 -1.78002 2.39284
H -5.88343 0.09416 3.07100
H -5.48343 2.36197 2.16102
H -3.63541 2.75328 0.58348
O 4.32300 -2.19756 -0.75726
C 3.41785 -1.39584 -1.03111
O 2.34702 -1.29949 -0.35545
C 3.63210 -0.52814 -2.28283
C 4.86777 -0.73323 -2.90940
C 5.25449 -0.07287 -4.05995
C 4.37105 0.83908 -4.62930
C 3.14819 1.06044 -4.03333
C 2.73676 0.39938 -2.85652
S 1.16897 0.91357 -2.26928
H 5.52091 -1.45440 -2.43753
H 6.22246 -0.26925 -4.50772
H 4.63318 1.37663 -5.53555
H 2.45367 1.76955 -4.46888
C 2.18483 -6.33690 0.77708
As 1.17248 -4.71531 0.37240
C 1.93464 -4.24561 -1.33197
C -0.57787 -5.46405 -0.00674
S 1.18360 -3.60871 2.13762
H 2.13563 -7.05918 -0.04089
H 1.77728 -6.75898 1.69325
H 3.21882 -6.04079 0.94806
H 1.69072 -5.08461 -1.98691
H 3.00868 -4.14230 -1.18504
H 1.53304 -3.32091 -1.73397
H -0.45185 -6.41957 -0.51902
H -1.15333 -4.78539 -0.63440
H -1.06169 -5.60501 0.95737

DFT (the ωB97M-V functional and the def2-TZVPD basis) results for a 2-piece molecular cluster, C2F3NO2 overall in a non-equilibrium geometry.

Relative energy (zero: lowest compared OMol25 entry of this formula, charge and spin) ... 614.8 kJ/mol
Charge ... 0
SMILES ... O=[N+]([O-])F.FC#CF
Calculated total energy ... -15802.6481 eV
E_HOMO ... -0.395 hartree
LUMO energy ... -0.2 eV
Orbital gap ... 10.565 eV

Cartesian coordinates (Å):
O -1.60297 -0.03631 -0.14246
N -1.41814 -0.61290 -1.07974
O -1.50989 -1.65390 -1.60474
F -0.97582 0.41862 -2.17158
F 1.89031 1.59449 2.65300
C 1.36481 0.81104 1.76963
C 1.36944 0.11696 0.75799
F 0.88227 -0.63801 -0.18210